Record 1
{"formula": "C31H29F3N5O3Ti", "method": "ωB97M-V/def2-TZVPD", "species": ["Ti", "C", "C", "C", "C", "C", "C", "C", "C", "C", "C", "N", "C", "C", "C", "C", "C", "N", "H", "H", "H", "H", "H", "H", "H", "H", "H", "H", "H", "H", "H", "H", "H", "H", "H", "O", "C", "C", "C", "C", "C", "C", "C", "N", "C", "C", "N", "H", "H", "H", "H", "H", "H", "H", "F", "C", "F", "F", "C", "O", "O", "C", "C", "C", "N", "C", "C", "H", "H", "H", "H", "H"], "coordinates": [[0.093, -0.006, -0.515], [-3.863, 0.873, 1.523], [-2.458, 1.261, 1.977], [-1.816, 0.262, 2.911], [-2.558, -0.133, 4.024], [-2.060, -1.023, 4.950], [-0.784, -1.534, 4.783], [0.013, -1.161, 3.708], [1.405, -1.771, 3.644], [1.704, -2.679, 2.458], [-0.523, -0.254, 2.767], [0.312, 0.106, 1.640], [1.509, 0.554, 1.931], [2.500, 0.587, 0.942], [3.834, 0.995, 0.928], [4.304, 0.748, -0.362], [3.237, 0.204, -1.080], [2.151, 0.080, -0.300], [-4.232, 1.585, 0.785], [-4.568, 0.871, 2.353], [-3.875, -0.121, 1.078], [-2.510, 2.225, 2.497], [-1.839, 1.432, 1.103], [-3.548, 0.282, 4.162], [-2.658, -1.315, 5.803], [-0.385, -2.233, 5.507], [1.529, -2.348, 4.561], [2.177, -1.002, 3.707], [0.942, -3.453, 2.353], [2.663, -3.176, 2.604], [1.761, -2.130, 1.517], [1.732, 0.893, 2.940], [4.382, 1.418, 1.756], [5.297, 0.925, -0.740], [3.213, -0.089, -2.120], [0.264, 0.200, -2.283], [0.466, 1.054, -3.309], [0.530, 0.559, -4.602], [0.740, 1.446, -5.643], [0.874, 2.807, -5.391], [0.786, 3.284, -4.098], [0.575, 2.413, -3.027], [0.433, 2.888, -1.652], [0.166, 2.174, -0.556], [0.134, 3.070, 0.500], [0.366, 4.318, 0.039], [0.549, 4.185, -1.316], [0.407, -0.502, -4.773], [0.792, 1.074, -6.658], [1.040, 3.498, -6.206], [0.874, 4.351, -3.937], [-0.062, 2.751, 1.506], [0.420, 5.269, 0.537], [0.752, 4.933, -1.957], [-4.438, 0.590, -1.844], [-3.176, 0.562, -2.287], [-2.600, 1.734, -1.975], [-3.190, 0.453, -3.614], [-2.428, -0.640, -1.657], [-2.459, -1.720, -2.161], [-1.784, -0.325, -0.534], [0.262, -4.925, -0.961], [1.152, -4.126, -1.664], [1.122, -2.763, -1.456], [0.265, -2.189, -0.603], [-0.593, -2.960, 0.074], [-0.621, -4.332, -0.074], [0.254, -5.997, -1.106], [1.860, -4.542, -2.365], [1.795, -2.098, -1.978], [-1.275, -2.450, 0.743], [-1.332, -4.915, 0.494]], "lowdin_charge": [1.2010, -0.0810, -0.2041, -0.1522, -0.0308, -0.0555, -0.0336, -0.1557, -0.1888, -0.0727, -0.1530, 0.0000, -0.0935, -0.3143, 0.0011, -0.0506, -0.1186, -0.0617, 0.0775, 0.0711, 0.0783, 0.1273, 0.0503, 0.1143, 0.1122, 0.1149, 0.1103, 0.1010, 0.0758, 0.0851, 0.0446, 0.1555, 0.1167, 0.1035, 0.1166, -0.1720, -0.2715, 0.0195, -0.0439, -0.0575, -0.0087, -0.0723, -0.2224, 0.0422, -0.0950, -0.0294, 0.1426, 0.1306, 0.1169, 0.1139, 0.1110, 0.1062, 0.1275, 0.1585, 0.1735, -0.5441, 0.1537, 0.1791, -0.4660, 0.1793, -0.1559, -0.0218, -0.0191, -0.0928, -0.0281, -0.1180, -0.0222, 0.1214, 0.1177, 0.1071, 0.1260, 0.1227], "multiplicity": 1, "e_above_lowest_ev": 0.510, "homo_lumo_gap_ev": 7.01, "e_lumo_ev": -3.9, "e_homo_ha": -0.40073, "total_energy_ha": -2847.2918, "charge": 1}

Record 2
{"formula": "C31H29IN8O5PbS", "method": "ωB97M-V/def2-TZVPD", "species": ["Pb", "N", "C", "C", "C", "C", "C", "C", "S", "O", "O", "N", "C", "N", "C", "C", "C", "N", "H", "H", "H", "H", "H", "H", "H", "H", "H", "O", "C", "N", "C", "C", "O", "N", "C", "C", "C", "C", "C", "C", "C", "C", "C", "C", "C", "C", "H", "H", "H", "H", "H", "H", "H", "H", "H", "H", "H", "I", "C", "C", "N", "N", "C", "H", "H", "H", "C", "C", "C", "O", "H", "H", "H", "H", "H", "H"], "coordinates": [[-0.170, -1.875, -2.273], [3.306, 3.838, -0.464], [3.239, 2.540, -0.556], [2.749, 1.933, -1.771], [2.737, 0.592, -1.883], [3.217, -0.217, -0.801], [3.695, 0.364, 0.413], [3.712, 1.707, 0.534], [3.224, -1.943, -1.004], [3.030, -2.231, -2.397], [4.196, -2.600, -0.209], [1.722, -1.861, -0.386], [1.302, -2.025, 0.925], [0.045, -2.468, 0.976], [-0.446, -2.669, 2.190], [0.298, -2.399, 3.330], [1.592, -1.922, 3.145], [2.112, -1.737, 1.938], [2.964, 4.438, -1.204], [3.581, 4.293, 0.398], [2.423, 2.569, -2.585], [2.408, 0.118, -2.797], [4.050, -0.291, 1.197], [4.103, 2.189, 1.419], [-1.466, -3.030, 2.250], [-0.111, -2.540, 4.319], [2.229, -1.685, 3.988], [-0.057, 0.737, -3.280], [-0.283, 1.074, -2.117], [-0.386, 2.334, -1.619], [-0.763, 2.307, -0.211], [-0.602, 0.783, 0.075], [-0.695, 0.277, 1.169], [-0.426, 0.149, -1.119], [0.132, 3.212, 0.630], [0.139, 4.573, 0.329], [0.907, 5.462, 1.067], [1.654, 5.007, 2.154], [1.643, 3.658, 2.467], [0.903, 2.759, 1.698], [-2.240, 2.635, 0.008], [-3.140, 2.675, -1.051], [-4.489, 2.909, -0.811], [-4.944, 3.093, 0.484], [-4.048, 3.045, 1.545], [-2.702, 2.816, 1.310], [-0.522, 3.126, -2.226], [-0.496, 4.952, -0.466], [0.883, 6.518, 0.830], [2.202, 5.711, 2.768], [2.186, 3.298, 3.332], [0.874, 1.717, 1.982], [-2.806, 2.528, -2.071], [-5.180, 2.949, -1.642], [-5.993, 3.278, 0.669], [-4.398, 3.188, 2.558], [-2.010, 2.773, 2.141], [-5.948, -1.106, 0.690], [-4.277, -1.971, -0.139], [-3.964, -3.314, -0.204], [-2.781, -3.411, -0.828], [-2.301, -2.204, -1.164], [-3.207, -1.319, -0.756], [-4.496, -4.183, 0.144], [-2.193, -4.220, -1.002], [-3.066, -0.262, -0.908], [1.801, -5.511, -1.961], [0.378, -5.553, -1.513], [-0.180, -6.868, -1.064], [-0.329, -4.550, -1.514], [2.015, -6.351, -2.622], [2.442, -5.642, -1.084], [2.043, -4.572, -2.454], [0.600, -7.590, -0.835], [-0.787, -7.272, -1.879], [-0.831, -6.729, -0.202]], "lowdin_charge": [1.5558, 0.2862, -0.2161, 0.0438, -0.0168, -0.1885, -0.0036, 0.0454, 0.5685, -0.3044, -0.2065, -0.0442, -0.4492, 0.1454, -0.0732, 0.0265, -0.0595, 0.1693, 0.1579, 0.1413, 0.1426, 0.1194, 0.1236, 0.1369, 0.1273, 0.1245, 0.1287, -0.0434, -0.6567, 0.1647, -0.2555, -0.4185, 0.0870, 0.0068, -0.1548, -0.0257, -0.0631, -0.0837, -0.0790, -0.0359, -0.1577, -0.0341, -0.0649, -0.0749, -0.0514, -0.0127, 0.1632, 0.1283, 0.1168, 0.1161, 0.1150, 0.1065, 0.1142, 0.1136, 0.1134, 0.1144, 0.1238, 0.9355, -0.7553, -0.1129, 0.0056, -0.1307, -0.1788, 0.1320, 0.1195, 0.1013, 0.0095, -0.4490, 0.0085, -0.1219, 0.1089, 0.1135, 0.0619, 0.0945, 0.1112, 0.0941], "multiplicity": 1, "e_above_lowest_ev": 2.081, "homo_lumo_gap_ev": [4.37, 4.42], "e_lumo_ev": [-8.9, -8.8], "e_homo_ha": [-0.48623, -0.48624], "total_energy_ha": -2901.1864, "charge": 2}